No. 1
{
  "formula": "C3H5PS",
  "method": "ωB97M-V/def2-TZVPD",
  "s2": 2.034,
  "multiplicity": 3,
  "lumo_energy_ev": [0.97, -2.69],
  "de_lowest_ev": 0.845,
  "orbital_gap_ev": [7.96, 6.34],
  "symbols": ["H", "S", "C", "H", "H", "H", "C", "C", "H", "P"],
  "positions_angstrom": [[-2.074, 1.541, 0.271], [-3.738, -0.323, 0.182], [0.212, 0.408, 0.437], [1.836, -0.427, -1.152], [0.452, 1.499, 0.641], [-0.958, -1.398, 0.163], [-2.308, 0.421, 0.331], [-0.999, -0.242, 0.335], [0.945, -1.624, 0.019], [1.728, -0.549, 0.245]]
}



No. 2
{
  "formula": "C22H25CoN7O2",
  "method": "ωB97M-V/def2-TZVPD",
  "s2": 3.758,
  "multiplicity": 4,
  "lumo_energy_ev": [0.34, 0.32],
  "de_lowest_ev": 0.384,
  "orbital_gap_ev": [7.04, 7.06],
  "symbols": ["C", "C", "C", "H", "O", "C", "N", "C", "H", "H", "H", "C", "C", "N", "C", "C", "C", "H", "H", "N", "N", "H", "H", "H", "H", "N", "N", "H", "H", "H", "H", "C", "C", "C", "H", "N", "C", "H", "C", "C", "C", "H", "H", "H", "C", "C", "H", "C", "C", "C", "H", "H", "H", "O", "Co", "H", "H"],
  "positions_angstrom": [[1.368, -3.546, -3.643], [-0.601, 1.966, -2.264], [-1.490, 4.177, 2.490], [2.836, -0.859, 5.117], [3.355, -2.510, 0.761], [-2.540, -0.749, -2.244], [0.792, -2.277, -1.699], [1.190, -1.134, 2.167], [0.248, 0.205, -3.208], [1.391, 1.374, -0.770], [0.291, 5.348, 2.158], [-2.044, 2.914, 2.363], [1.966, -2.615, -1.150], [0.004, 2.076, 1.445], [-1.863, 0.534, 1.544], [2.897, -3.401, -1.819], [2.026, -0.777, 4.404], [-3.068, 1.280, -2.806], [2.051, 0.096, -1.547], [-1.097, -0.553, 1.618], [1.183, 0.594, -1.389], [-0.459, -2.468, -3.321], [-2.658, -1.197, -0.243], [-1.823, -0.888, -3.056], [1.278, 1.636, -3.258], [1.255, -1.511, 0.822], [-1.521, 1.308, -1.343], [1.078, -3.902, -4.622], [-3.069, 2.705, 2.637], [-1.194, 0.227, 4.168], [3.164, -1.649, 2.802], [2.596, -3.871, -3.084], [-2.729, 0.726, -1.922], [2.219, -1.229, 3.106], [-0.196, 2.853, -1.767], [-2.031, -1.390, -1.028], [0.808, -0.236, 4.787], [0.652, 0.106, 5.802], [-0.048, -0.579, 2.552], [-1.260, 1.888, 1.855], [0.507, -2.745, -2.914], [3.300, -4.490, -3.625], [-2.071, 4.996, 2.895], [-1.782, 1.940, -0.601], [2.271, -2.180, 0.277], [0.577, 1.073, -2.634], [3.823, -3.627, -1.310], [-0.181, 4.378, 2.080], [-0.224, -0.152, 3.866], [0.516, 3.296, 1.559], [-3.497, -1.164, -2.576], [-3.505, 0.789, -1.161], [-1.952, -2.398, -1.117], [-3.017, 0.535, 1.074], [-0.158, -0.654, -0.284], [1.543, 3.416, 1.228], [-1.109, 2.314, -3.171]]
}



No. 3
{
  "formula": "CH6N2S",
  "method": "ωB97M-V/def2-TZVPD",
  "lumo_energy_ev": [-1.03, -1.03],
  "de_lowest_ev": 3.723,
  "orbital_gap_ev": [7.96, 7.96],
  "symbols": ["H", "H", "S", "N", "C", "H", "H", "H", "N", "H"],
  "positions_angstrom": [[-1.697, 0.105, 0.972], [2.232, 1.178, -0.992], [0.997, 1.725, -0.427], [-1.282, -0.455, 0.193], [0.073, -1.010, 0.536], [-0.099, -1.841, 1.184], [0.495, -1.301, -0.473], [-1.200, 0.335, -0.592], [-0.102, 1.382, -1.336], [0.582, -0.117, 0.934]]
}



No. 4
{
  "formula": "C14H90N5O38S",
  "method": "ωB97M-V/def2-TZVPD",
  "total_charge": -1,
  "lumo_energy_ev": 1.44,
  "orbital_gap_ev": 6.51,
  "symbols": ["H", "O", "H", "H", "H", "H", "H", "H", "C", "H", "H", "H", "O", "H", "O", "H", "O", "H", "O", "O", "H", "H", "H", "H", "H", "H", "N", "O", "H", "H", "H", "O", "H", "H", "H", "C", "H", "H", "O", "O", "H", "O", "H", "H", "H", "O", "H", "H", "C", "H", "N", "H", "O", "H", "O", "C", "H", "H", "H", "H", "H", "H", "O", "H", "O", "O", "C", "H", "O", "C", "H", "H", "O", "H", "H", "C", "H", "H", "O", "H", "H", "C", "H", "O", "H", "H", "O", "H", "H", "N", "H", "H", "H", "O", "O", "H", "H", "H", "H", "S", "H", "H", "H", "O", "O", "H", "O", "H", "H", "H", "H", "C", "O", "O", "H", "H", "C", "H", "C", "O", "C", "H", "H", "H", "O", "O", "H", "C", "O", "H", "N", "O", "H", "H", "H", "H", "O", "H", "C", "H", "H", "O", "O", "H", "N", "O", "H", "H"],
  "positions_angstrom": [[1.625, -1.245, 7.748], [-0.992, 3.171, -2.127], [-2.373, 4.454, 0.903], [-4.297, 0.765, 6.360], [-0.640, -4.742, 4.160], [7.637, -2.700, -3.618], [0.292, 2.826, 3.513], [-2.256, 1.591, 1.325], [-1.751, -2.095, 1.408], [-0.358, 2.281, 5.821], [-4.310, 1.664, -1.915], [2.695, -4.772, -0.599], [1.793, -5.007, -0.856], [1.833, -1.091, -0.562], [-0.115, 4.150, -0.144], [1.910, -5.740, -1.473], [-1.251, 4.755, -8.095], [2.965, -1.800, 2.684], [0.569, -7.924, 0.038], [0.068, 3.828, -5.223], [-3.333, 3.449, -0.304], [-0.534, 1.407, -11.303], [-0.443, 4.451, 6.216], [7.531, -3.069, -2.145], [2.982, 1.113, 0.735], [1.893, -0.719, 2.728], [-2.015, 0.718, 3.752], [-5.363, 0.100, 0.797], [-3.962, 2.784, -2.883], [5.203, -3.692, 3.225], [-0.036, 3.573, -4.298], [-7.398, 2.219, -0.412], [8.454, -1.846, 2.206], [-7.859, 2.819, 0.186], [2.127, -2.579, -1.600], [-2.545, 4.263, -0.221], [3.126, 3.599, 6.571], [1.990, 6.575, 9.271], [-4.086, -3.892, -2.507], [-6.437, -0.890, -3.655], [2.076, 2.309, 0.478], [2.181, 6.895, 8.382], [0.120, -2.098, -4.972], [5.295, -2.892, 4.519], [0.722, -0.046, 7.492], [2.895, 0.099, -2.545], [7.900, -1.777, -0.384], [2.133, 6.100, 7.832], [-2.223, -0.014, 2.658], [1.723, 4.061, 6.945], [-0.571, -0.321, -2.145], [-2.059, 4.984, 9.052], [2.109, 1.467, 0.951], [0.028, -0.809, 1.072], [0.359, -0.818, -7.461], [0.115, 2.207, -1.897], [-0.945, 3.883, 7.539], [-2.964, -0.144, -5.783], [-7.198, -1.342, -3.274], [-3.755, 0.896, 1.596], [-1.973, -3.219, 1.534], [-2.529, -1.814, -2.294], [1.768, -0.006, -4.530], [-2.339, -2.397, -4.930], [7.585, -3.461, -3.027], [-0.353, 1.472, 6.347], [1.801, -0.321, -3.270], [-1.999, 1.012, -3.210], [5.139, -4.370, -0.401], [-0.296, 0.807, -1.233], [-1.301, 5.132, -7.207], [-1.158, 5.523, -8.671], [-0.469, 1.491, -10.344], [8.824, -2.965, -0.146], [-4.036, -2.530, -4.270], [0.154, -2.589, -0.421], [-1.018, 5.807, 1.963], [0.710, -7.033, -0.310], [7.945, -2.629, 0.071], [-0.510, 1.388, -7.746], [-1.098, 7.096, 2.771], [0.607, -1.127, -2.519], [4.975, -2.958, 7.162], [-4.434, 2.607, -2.060], [-0.514, 0.771, 5.698], [-2.970, 4.204, 9.989], [3.758, -6.553, -2.314], [-5.444, -0.025, -0.158], [-0.611, 4.027, 3.261], [-1.950, -1.455, 2.747], [3.918, -7.493, -2.160], [5.931, 1.192, -4.037], [-4.582, -0.447, -5.321], [2.348, -1.315, 2.119], [-0.582, 3.180, 3.727], [-3.807, -0.007, 5.143], [-2.440, -1.699, 0.589], [-0.195, -7.829, 0.619], [6.038, -4.127, -0.142], [0.210, -2.574, -3.665], [-5.853, -0.730, -2.898], [-6.782, 1.744, 0.162], [-0.824, -2.727, -1.001], [5.900, 0.932, -3.110], [4.740, -3.017, 3.736], [8.586, -0.337, 2.352], [-1.381, 1.754, -7.544], [0.792, -0.467, -6.664], [5.002, 0.579, -2.997], [-1.277, 1.012, -0.650], [4.209, -6.373, -3.149], [-2.811, -1.048, -3.101], [-1.553, 6.256, 2.633], [8.603, -1.153, 2.865], [-5.945, -0.575, 1.171], [-2.849, 5.268, -0.663], [-0.185, -1.928, 0.999], [-2.771, -1.869, 3.225], [1.318, -1.843, -1.243], [2.518, 4.340, 6.467], [-1.116, 3.827, -0.848], [-4.789, -4.488, -2.794], [-4.553, -3.185, -2.045], [1.074, -1.244, -7.949], [-1.513, -4.388, 4.373], [-0.359, 4.561, 7.173], [0.419, -2.417, 1.850], [-3.187, -1.782, -4.473], [-2.205, 4.098, 9.411], [-1.541, -3.542, 3.906], [-2.745, 0.686, 1.466], [1.251, 2.592, -2.195], [-2.254, 1.701, 3.519], [-4.231, 0.300, -3.323], [4.967, -1.456, 6.916], [1.005, 3.684, -5.401], [-4.616, 0.296, 5.580], [5.264, -5.103, -1.018], [-1.522, -0.043, -3.244], [0.486, 0.597, -0.420], [-1.384, 2.613, -7.990], [-3.951, -0.287, -2.583], [5.179, -2.295, 6.490], [0.555, -3.652, -0.199], [-3.668, -0.863, -5.559], [0.753, -0.893, 7.961], [-1.076, 0.819, -10.006], [-1.064, -0.109, -4.304]]
}



One value per record, in order, for energy: -856.69208, -2769.97768, -549.25038, -4118.43930 Ha.